1.
# CH2Cl6Si2

2 unconnected molecules or ions with the total composition CH2Cl6Si2 in a non-equilibrium geometry (ωB97M-V/def2-TZVPD, OMol25).

Structure (ORCA input):
```
! wB97M-V def2-TZVPD RIJCOSX def2/J DEFGRID3
* xyz 0 1
C -0.485 -2.027 -0.030
Si 0.614 -0.498 0.039
Si -3.381 -0.099 0.039
Cl -0.644 -3.026 1.358
Cl -0.714 -2.868 -1.510
Cl 2.557 -1.000 0.175
Cl -3.591 0.963 -1.659
Cl -3.043 1.138 1.601
Cl -4.995 -1.246 0.385
H 0.245 0.220 1.247
H 0.386 0.197 -1.217
*
```

For the HOMO energy (spin up / spin down), the calculation gives -8.516 / -8.772 eV. The value obtained for the energy above the lowest of the compared OMol25 structures with the same formula, charge and spin is 191.7 kJ/mol. The HOMO-LUMO gap (spin up / spin down) is 7.298 / 7.186 eV.

2.
# CH2ClFP2

2 unconnected molecules or ions with the total composition CH2ClFP2 in a non-equilibrium geometry (ωB97M-V/def2-TZVPD, OMol25).

Structure (ORCA input):
```
! wB97M-V def2-TZVPD RIJCOSX def2/J DEFGRID3
* xyz 0 1
C 0.259 -0.767 0.577
F 2.854 -0.926 0.499
P 0.710 1.019 0.308
P 1.661 -0.679 -0.633
Cl -1.297 -1.404 0.040
H 0.497 -1.145 1.572
H -0.534 1.407 -1.685
*
```

For the HOMO energy (spin up / spin down), the calculation gives -9.847 / -9.733 eV. The value obtained for the energy above the lowest of the compared OMol25 structures with the same formula, charge and spin is 257.6 kJ/mol. The HOMO-LUMO gap (spin up / spin down) is 8.067 / 8.414 eV.

3.
# CH2ClN2O2

A molecular structure, CH2ClN2O2 in a non-equilibrium geometry (ωB97M-V/def2-TZVPD, OMol25).

Structure (ORCA input):
```
! wB97M-V def2-TZVPD RIJCOSX def2/J DEFGRID3
* xyz -1 1
C 1.006 0.037 -0.026
N -0.148 -0.230 -0.637
N -1.398 -0.401 -0.094
O -1.529 -0.731 1.062
O -2.369 -0.274 -0.814
Cl 1.669 1.796 -0.528
H 1.810 -0.603 -0.247
H 0.959 0.406 1.284
*
```

For the HOMO energy, the calculation gives -4.423 eV. The value obtained for the energy above the lowest of the compared OMol25 structures with the same formula, charge and spin is 175.3 kJ/mol. The HOMO-LUMO gap is 8.505 eV.